(1)
{
  "formula": "C17H22N2O4",
  "method": "wB97M-V/def2-TZVPD",
  "species": ["C", "C", "C", "O", "C", "C", "C", "C", "C", "C", "N", "C", "C", "O", "N", "C", "C", "C", "C", "C", "O", "C", "O", "H", "H", "H", "H", "H", "H", "H", "H", "H", "H", "H", "H", "H", "H", "H", "H", "H", "H", "H", "H", "H", "H"],
  "coordinates": [[-2.702, -3.276, -2.615], [-2.965, -2.719, -1.223], [-2.253, -3.547, -0.134], [-2.799, -3.294, 1.148], [-2.440, -2.096, 1.692], [-3.279, -1.515, 2.630], [-2.939, -0.306, 3.212], [-1.766, 0.327, 2.847], [-0.913, -0.255, 1.924], [-1.231, -1.478, 1.347], [-0.362, -2.157, 0.483], [0.954, -1.629, 0.212], [0.838, -0.387, -0.680], [-0.169, -0.123, -1.297], [1.973, 0.342, -0.744], [2.028, 1.621, -1.410], [2.030, 2.761, -0.380], [2.133, 4.148, -1.037], [3.210, 4.851, -0.210], [4.064, 3.667, 0.236], [3.146, 2.624, 0.495], [-0.766, -3.249, -0.221], [-0.006, -3.902, -0.907], [-3.103, -4.284, -2.706], [-1.635, -3.313, -2.813], [-3.173, -2.645, -3.364], [-4.035, -2.735, -1.005], [-2.620, -1.683, -1.168], [-2.415, -4.615, -0.314], [-4.192, -2.027, 2.887], [-3.597, 0.142, 3.940], [-1.502, 1.278, 3.284], [-0.002, 0.255, 1.656], [1.483, -1.411, 1.143], [1.490, -2.408, -0.341], [2.734, 0.150, -0.111], [2.937, 1.669, -2.017], [1.148, 1.695, -2.051], [1.128, 2.670, 0.239], [1.181, 4.674, -1.023], [2.456, 4.043, -2.073], [3.776, 5.583, -0.780], [2.768, 5.336, 0.659], [4.627, 3.847, 1.153], [4.763, 3.371, -0.561]],
  "nbo_charge": [-0.609, -0.422, 0.014, -0.474, 0.251, -0.231, -0.217, -0.223, -0.246, 0.166, -0.440, -0.332, 0.669, -0.624, -0.614, -0.245, 0.088, -0.432, -0.426, -0.066, -0.542, 0.679, -0.606, 0.201, 0.224, 0.213, 0.214, 0.224, 0.216, 0.225, 0.215, 0.214, 0.211, 0.215, 0.277, 0.403, 0.196, 0.241, 0.184, 0.226, 0.204, 0.218, 0.207, 0.195, 0.157],
  "smiles": "CC[C@@H]1Oc2ccccc2N(CC(=O)NC[C@@H]2CCCO2)C1=O",
  "e_homo_ev": -8.146,
  "fmax_ha_per_bohr": 0.0134,
  "multiplicity": 1
}

***

(2)
{
  "formula": "C8H11NO3",
  "method": "wB97M-V/def2-TZVPD",
  "species": ["C", "C", "C", "O", "C", "C", "C", "O", "C", "O", "C", "N", "H", "H", "H", "H", "H", "H", "H", "H", "H", "H", "H"],
  "coordinates": [[1.367, 1.891, 0.402], [0.098, 1.542, -0.456], [-0.906, 0.902, 0.546], [-0.436, -0.259, 1.131], [-1.015, -1.514, 0.618], [0.124, -2.341, -0.043], [-2.082, -1.168, -0.303], [-2.600, -2.009, -0.967], [-2.386, 0.310, -0.248], [-2.524, 0.960, -1.421], [-3.431, 0.722, 0.672], [-4.209, 1.014, 1.448], [1.227, 1.463, 1.494], [1.616, 2.950, 0.297], [2.277, 1.432, -0.049], [0.514, 0.963, -1.248], [-0.339, 2.428, -0.876], [-1.155, 1.593, 1.325], [-1.418, -1.999, 1.586], [0.596, -1.713, -0.878], [-0.351, -3.099, -0.638], [0.883, -2.606, 0.726], [-2.709, 0.235, -2.144]],
  "nbo_charge": [-0.617, -0.456, 0.169, -0.551, -0.010, -0.621, 0.547, -0.487, 0.039, -0.664, 0.249, -0.290, 0.223, 0.215, 0.209, 0.213, 0.221, 0.193, 0.237, 0.213, 0.235, 0.239, 0.494],
  "smiles": "CC[C@@H]1O[C@H](C)C(=O)[C@@]1(O)C#N",
  "e_homo_ev": -9.991,
  "fmax_ha_per_bohr": 0.0909,
  "multiplicity": 1
}

***

(3)
{
  "formula": "C3H9OS",
  "method": "wB97M-V/def2-TZVPD",
  "species": ["C", "C", "C", "S", "H", "H", "H", "H", "H", "H", "H", "H", "H", "O"],
  "coordinates": [[-2.477, 0.445, -0.582], [-1.375, 1.482, -0.334], [-0.501, 1.088, 0.874], [0.454, -0.417, 0.428], [-2.860, 0.050, 0.367], [-3.242, 0.865, -1.233], [-1.995, -0.424, -1.012], [-1.842, 2.464, -0.134], [-0.712, 1.564, -1.196], [0.228, 1.859, 1.082], [-1.224, 0.935, 1.678], [2.185, -1.623, -0.635], [3.595, -1.160, -0.254], [3.108, -1.924, -0.565]],
  "nbo_charge": [-0.628, -0.402, -0.500, -0.769, 0.194, 0.179, 0.235, 0.156, 0.198, 0.182, 0.165, 0.504, 0.463, -0.978],
  "e_homo_ev": -2.573,
  "fmax_ha_per_bohr": 0.0324,
  "total_charge": -1,
  "multiplicity": 1
}

***

(4)
{
  "formula": "C7H9N3S",
  "method": "wB97M-V/def2-TZVPD",
  "species": ["C", "N", "C", "C", "C", "N", "C", "N", "C", "C", "S", "H", "H", "H", "H", "H", "H", "H", "H", "H"],
  "coordinates": [[-2.646, -0.212, -0.463], [-1.423, 0.049, 0.253], [-1.152, 1.463, 0.339], [-0.133, -0.626, -0.718], [-0.402, -2.034, -0.732], [-0.630, -3.153, -0.760], [1.157, -0.320, -0.084], [1.604, -0.847, 0.997], [2.832, -0.395, 1.317], [3.361, 0.512, 0.453], [2.265, 0.825, -0.830], [-2.774, -1.285, -0.589], [-3.469, 0.168, 0.144], [-2.691, 0.277, -1.448], [-1.026, 1.951, -0.643], [-1.999, 1.937, 0.843], [-0.260, 1.633, 0.939], [-0.238, -0.177, -1.709], [3.308, -0.765, 2.206], [4.315, 0.999, 0.487]],
  "nbo_charge": [-0.438, -0.346, -0.436, -0.234, 0.280, -0.285, 0.050, -0.399, -0.045, -0.439, 0.409, 0.220, 0.211, 0.160, 0.162, 0.212, 0.210, 0.242, 0.218, 0.245],
  "smiles": "CN(C)[C@H](C#N)c1nccs1",
  "e_homo_ev": -9.310,
  "fmax_ha_per_bohr": 0.0747,
  "multiplicity": 1
}

***

(5)
{
  "formula": "C2H8N",
  "method": "wB97M-V/def2-TZVPD",
  "species": ["C", "N", "C", "H", "H", "H", "H", "H", "H", "H", "H"],
  "coordinates": [[2.298, -0.022, 0.146], [-0.950, -0.374, -0.420], [-2.093, 0.288, 0.036], [3.245, 0.078, -0.408], [2.423, 0.507, 1.146], [1.996, -1.099, 0.262], [-1.090, -1.214, -1.024], [1.347, 0.468, -0.310], [-1.848, 1.199, 0.627], [-2.572, -0.423, 0.742], [-2.755, 0.591, -0.798]],
  "nbo_charge": [-0.530, 0.069, -0.562, 0.359, 0.419, 0.346, 0.440, 0.397, 0.345, 0.354, 0.364],
  "e_homo_ev": [-22.776, -25.025],
  "fmax_ha_per_bohr": 0.0627,
  "total_charge": 2,
  "multiplicity": 2
}

***

(6)
{
  "formula": "C3H12N2O2",
  "method": "wB97M-V/def2-TZVPD",
  "species": ["N", "C", "N", "C", "C", "O", "H", "H", "H", "H", "H", "H", "H", "H", "H", "H", "O", "H", "H"],
  "coordinates": [[0.965, 1.969, 0.594], [0.889, 1.236, 1.840], [0.243, -0.060, 1.713], [0.889, -0.974, 0.762], [0.065, -1.116, -0.504], [-1.253, -1.569, -0.157], [0.443, 2.832, 0.656], [0.558, 1.445, -0.165], [0.339, 1.817, 2.581], [1.905, 1.132, 2.254], [0.274, -0.490, 2.622], [0.994, -1.978, 1.169], [1.891, -0.605, 0.498], [0.447, -1.866, -1.193], [0.003, -0.223, -1.124], [-1.704, -0.803, 0.222], [-1.448, 0.437, -3.572], [-2.213, 0.068, -3.123], [-1.139, -0.253, -4.176]],
  "nbo_charge": [-0.851, -0.041, -0.645, -0.266, -0.077, -0.730, 0.364, 0.360, 0.174, 0.137, 0.366, 0.204, 0.185, 0.180, 0.165, 0.473, -0.943, 0.473, 0.472],
  "smiles": "NCNCCO.O",
  "e_homo_ev": -9.036,
  "fmax_ha_per_bohr": 0.0189,
  "multiplicity": 1
}

***

(7)
{
  "formula": "C4H13NO2",
  "method": "wB97M-V/def2-TZVPD",
  "species": ["N", "C", "C", "C", "C", "O", "H", "H", "H", "H", "H", "H", "H", "H", "H", "H", "H", "O", "H", "H"],
  "coordinates": [[-2.216, 0.294, -1.424], [-1.045, 1.107, -1.112], [-0.183, 0.672, 0.093], [0.399, -0.764, 0.056], [1.919, -0.695, 0.081], [2.662, 0.171, -0.746], [-1.927, -0.601, -1.806], [-2.680, 0.018, -0.562], [-0.465, 1.378, -1.991], [-1.448, 2.072, -0.789], [-0.780, 0.907, 0.965], [0.658, 1.369, 0.173], [-0.101, -1.202, -0.818], [0.155, -1.282, 0.972], [2.428, -1.665, 0.106], [2.009, -0.248, 1.084], [2.374, 0.185, -1.658], [-1.281, -0.557, 2.480], [-1.318, -1.507, 2.396], [-1.287, -0.322, 3.413]],
  "nbo_charge": [-0.823, -0.220, -0.434, -0.436, -0.058, -0.725, 0.340, 0.350, 0.182, 0.186, 0.225, 0.210, 0.183, 0.217, 0.162, 0.167, 0.467, -0.948, 0.476, 0.481],
  "smiles": "NCCCCO.O",
  "e_homo_ev": -9.191,
  "fmax_ha_per_bohr": 0.0364,
  "multiplicity": 1
}

***

(8)
{
  "formula": "C20H34N2O10",
  "method": "wB97M-V/def2-TZVPD",
  "species": ["O", "C", "N", "C", "H", "H", "H", "H", "H", "O", "C", "N", "C", "H", "H", "H", "H", "H", "O", "C", "O", "C", "C", "C", "H", "H", "H", "H", "H", "H", "O", "C", "O", "C", "C", "C", "H", "H", "H", "H", "H", "H", "O", "C", "O", "C", "C", "C", "H", "H", "H", "H", "H", "H", "O", "C", "O", "C", "C", "C", "H", "H", "H", "H", "H", "H"],
  "coordinates": [[-0.371, 0.445, -0.990], [-0.158, -0.195, -1.970], [-0.642, 0.076, -3.091], [0.774, -1.423, -1.889], [-1.508, 0.596, -3.081], [-0.380, -0.384, -3.951], [1.722, -1.052, -1.499], [0.985, -2.118, -2.701], [0.387, -2.110, -1.136], [-3.203, -3.198, 1.705], [-2.215, -2.909, 1.109], [-1.958, -3.494, -0.015], [-1.459, -1.762, 1.643], [-2.668, -4.156, -0.293], [-1.083, -3.350, -0.498], [-0.976, -2.179, 2.527], [-2.200, -1.055, 2.014], [-0.707, -1.393, 0.945], [4.893, 2.354, -1.111], [4.111, 1.664, -0.393], [4.072, 1.727, 0.926], [2.931, 1.050, 1.557], [2.470, 0.166, 0.440], [3.079, 0.675, -0.856], [2.171, 1.747, 1.911], [3.204, 0.403, 2.390], [1.390, 0.313, 0.450], [2.833, -0.861, 0.488], [2.310, 1.172, -1.447], [3.464, -0.074, -1.548], [-4.603, 1.693, -1.431], [-3.518, 2.240, -1.536], [-3.243, 3.402, -0.918], [-2.018, 3.969, -1.158], [-1.153, 2.947, -1.883], [-2.270, 1.884, -2.255], [-1.621, 4.206, -0.171], [-2.224, 4.861, -1.750], [-0.356, 2.554, -1.251], [-0.589, 3.257, -2.763], [-1.968, 0.883, -1.946], [-2.609, 1.945, -3.289], [-1.266, 4.265, 2.429], [-1.282, 3.168, 1.948], [-0.418, 2.776, 1.019], [-0.686, 1.462, 0.566], [-1.942, 1.082, 1.322], [-2.394, 2.168, 2.232], [0.039, 0.671, 0.757], [-0.760, 1.374, -0.518], [-1.636, 0.191, 1.871], [-2.666, 0.746, 0.581], [-2.670, 1.901, 3.252], [-3.193, 2.806, 1.855], [-0.140, -3.939, -0.220], [0.815, -3.473, 0.371], [0.646, -2.527, 1.261], [1.813, -2.428, 2.065], [2.949, -2.930, 1.129], [2.291, -3.805, 0.085], [1.487, -2.909, 2.988], [1.972, -1.379, 2.316], [3.720, -3.537, 1.602], [3.387, -2.020, 0.720], [2.451, -4.876, -0.037], [2.387, -3.303, -0.878]],
  "nbo_charge": [-0.698, 0.751, -0.774, -0.729, 0.420, 0.409, 0.230, 0.231, 0.228, -0.676, 0.625, -0.809, -0.697, 0.389, 0.406, 0.215, 0.240, 0.205, -0.579, 0.788, -0.476, -0.066, -0.477, -0.540, 0.214, 0.187, 0.257, 0.197, 0.238, 0.236, -0.560, 0.794, -0.487, -0.082, -0.429, -0.568, 0.223, 0.186, 0.237, 0.221, 0.237, 0.246, -0.597, 0.792, -0.516, -0.157, -0.456, -0.529, 0.144, 0.307, 0.230, 0.202, 0.245, 0.249, -0.597, 0.860, -0.489, -0.079, -0.422, -0.524, 0.213, 0.199, 0.243, 0.208, 0.265, 0.242],
  "e_homo_ev": -8.133,
  "fmax_ha_per_bohr": 0.2504,
  "multiplicity": 1
}